C52H78O39 | ωB97M-V with the def2-TZVPD basis set

Values from the calculation:
Frontier orbital gap   9.420 eV
Multiplicity   1
Net charge   0
LUMO   -0.660 eV
Energy above the lowest of the compared OMol25 structures with the same formula, charge and spin   9.5456 eV
E_HOMO   -0.370 Ha
Molecular weight   1327.157 g mol⁻¹

```
169
C52H78O39 ωB97M-V with the def2-TZVPD basis set
C -7.85045 -1.12405 1.15648
C -7.44305 -0.00520 2.21355
C -6.03920 0.17415 2.52784
O -5.92863 1.60796 2.57596
C -6.85833 2.18290 1.80983
O -7.02116 3.42812 1.55386
O -7.73785 1.24214 1.57247
H -7.42444 -0.79284 0.20942
H -8.91982 -1.28479 1.01972
H -7.31840 -2.06482 1.29789
H -8.07637 -0.04194 3.09993
H -5.43353 -0.33654 1.77921
H -5.76265 -0.19519 3.51536
C -5.15363 1.62581 -3.18990
C -3.92755 0.85583 -2.69177
C -4.10708 -0.63781 -2.26060
O -3.22161 -1.48245 -3.11952
C -2.60505 -0.65453 -3.93864
O -1.62366 -0.84356 -4.58583
O -3.01230 0.64865 -3.73432
H -5.69692 2.25771 -2.48732
H -5.87292 1.05329 -3.77551
H -4.84275 2.33000 -3.96163
H -3.41159 1.45510 -1.94160
H -5.18108 -0.78164 -2.14248
H -3.72545 -0.81161 -1.25449
C 1.03802 -0.56083 -1.55524
C 0.46602 -0.56980 -0.21635
C 0.74169 0.25226 1.07093
O -0.54694 0.65313 1.40111
C -1.52958 0.15212 0.64871
O -2.74699 0.19506 0.84608
O -0.91745 -0.31279 -0.45940
H 0.93463 0.44554 -1.96099
H 0.54432 -1.31569 -2.16725
H 2.11448 -0.70881 -1.46912
H 0.42226 -1.58136 0.18732
H 1.36969 1.13821 0.97704
H 1.22157 -0.40361 1.79731
C 4.38862 0.63930 -3.44184
C 5.89675 1.13453 -3.66253
C 6.37144 0.64256 -4.99341
O 6.00782 1.68628 -5.86411
C 5.68294 2.83085 -5.19396
O 5.53351 4.00640 -5.58145
O 5.87527 2.55733 -3.89884
H 4.40411 -0.44658 -3.53526
H 3.70323 0.92816 -4.23864
H 3.96980 0.68710 -2.43665
H 6.46726 0.71684 -2.83298
H 5.85971 -0.23279 -5.39338
H 7.46070 0.64033 -5.03375
C -3.69591 -5.82855 -2.99002
C -2.98431 -4.53772 -2.67521
C -3.34496 -4.14808 -1.24160
O -2.11034 -3.93804 -0.61874
C -1.06853 -4.18155 -1.44364
O 0.05972 -4.06994 -1.05808
O -1.55640 -4.60164 -2.59978
H -3.59645 -6.69590 -2.33741
H -3.59853 -6.06995 -4.04849
H -4.74788 -5.61240 -2.80367
H -3.24095 -3.80803 -3.44319
H -3.99686 -4.85019 -0.72183
H -3.85343 -3.18544 -1.18781
C -0.87145 2.57712 -4.19457
C -0.09102 3.64174 -4.99063
C -0.70436 3.96702 -6.31840
O -1.42479 5.08858 -6.03761
C -0.84325 5.74891 -4.96466
O -1.11198 6.88044 -4.51927
O -0.20251 4.83810 -4.28870
H -0.46823 2.47108 -3.18747
H -0.75767 1.57914 -4.61790
H -1.92924 2.84006 -4.20197
H 0.97179 3.40378 -4.94672
H -1.37027 3.22064 -6.75151
H 0.00320 4.25042 -7.09759
C 0.68081 5.50298 -0.77028
C 1.92623 4.77471 -0.12973
C 2.22008 3.60510 -1.07477
O 3.65137 3.70536 -1.01630
C 4.14023 4.90019 -0.70468
O 5.38222 5.27965 -0.61816
O 3.05470 5.62355 -0.14263
H 0.23356 6.07005 0.04612
H -0.13435 4.89617 -1.16445
H 0.96354 6.26013 -1.50164
H 1.88609 4.51214 0.92742
H 1.85375 3.74076 -2.09237
H 1.94648 2.59985 -0.75428
C 4.07114 -2.96284 -2.83757
C 2.88762 -3.88232 -3.31300
C 1.70091 -3.19970 -3.96435
O 1.73572 -3.72386 -5.28905
C 2.60848 -4.60528 -5.42004
O 2.92737 -5.20634 -6.44358
O 3.41186 -4.72680 -4.25839
H 3.84299 -2.06913 -2.25677
H 4.52074 -2.56896 -3.74906
H 4.73811 -3.65430 -2.32266
H 2.51025 -4.54548 -2.53459
H 1.98099 -2.14851 -4.03255
H 0.72684 -3.36556 -3.50415
C -4.62979 5.56141 2.61191
C -3.67447 4.44865 2.71379
C -3.13257 3.77026 1.45868
O -1.80461 3.63946 1.60423
C -1.38745 4.42691 2.66194
O -0.22961 4.51824 2.99324
O -2.42115 4.91241 3.28466
H -5.56154 5.00069 2.53759
H -4.41783 6.25566 1.79877
H -4.60066 6.11782 3.54875
H -4.03887 3.72969 3.44755
H -3.43697 4.40355 0.62539
H -3.78694 2.94710 1.17177
C -2.44391 -0.03907 4.14520
C -2.26600 0.44015 5.59365
C -1.14124 -0.33118 6.40646
O -0.14796 0.68265 6.57082
C -0.57205 1.89884 6.07438
O -0.05070 2.90581 6.41104
O -1.76924 1.74763 5.49061
H -2.62765 -1.10950 4.05296
H -1.49917 0.10171 3.62008
H -3.14948 0.51820 3.52898
H -3.18352 0.43372 6.18205
H -0.64539 -1.05710 5.76204
H -1.50001 -0.84170 7.30018
C 4.69901 -4.86094 2.19815
C 5.27724 -3.55122 1.71708
C 5.80125 -3.47747 0.26649
O 5.30562 -2.22963 -0.05437
C 4.40861 -1.74789 0.68783
O 3.65246 -0.77349 0.48944
O 4.21764 -2.58660 1.77188
H 3.82465 -5.35798 1.77798
H 4.48514 -4.71155 3.25648
H 5.43255 -5.66717 2.19406
H 6.08593 -3.19073 2.35281
H 5.41039 -4.19552 -0.45444
H 6.89088 -3.46818 0.29339
C 0.67725 -5.95352 2.41166
C 0.68833 -4.44523 2.02402
C -0.64465 -3.74967 2.27385
O -0.36241 -2.59919 3.04039
C 0.95845 -2.66564 3.40611
O 1.51077 -1.85914 4.11095
O 1.46228 -3.78690 3.01809
H 1.47171 -6.46306 1.86642
H -0.34120 -6.30869 2.25437
H 0.78012 -6.17466 3.47402
H 1.04986 -4.34014 1.00111
H -1.42799 -4.30269 2.79216
H -1.13072 -3.31916 1.39836
C 2.46146 1.22192 4.32948
C 3.14902 1.40102 5.69045
C 3.18983 0.21175 6.51173
O 4.57494 -0.00784 6.67809
C 5.31280 0.99195 6.13164
O 6.53443 1.09996 6.20975
O 4.46470 1.78885 5.55304
H 3.02035 0.53607 3.69281
H 2.46431 2.21502 3.88022
H 1.49392 0.73448 4.44937
H 2.57437 2.09578 6.30297
H 2.65794 -0.56756 5.96595
H 2.56693 0.21311 7.40621
```

Atom charges from the Mulliken analysis, given in e for atoms 1 to 99: number 1, C, carries -1.30; number 2, C, carries 0.36; number 3, C, carries -0.08; number 4, O, carries -0.21; number 5, C, carries 0.67; number 6, O, carries -0.65; number 7, O, carries -0.36; number 8, H, carries 0.31; number 9, H, carries 0.35; number 10, H, carries 0.36; number 11, H, carries 0.28; number 12, H, carries -0.07; number 13, H, carries 0.35; number 14, C, carries -1.75; number 15, C, carries 1.21; number 16, C, carries -0.07; number 17, O, carries -0.24; number 18, C, carries 0.59; number 19, O, carries -0.56; number 20, O, carries -0.34; number 21, H, carries 0.40; number 22, H, carries 0.42; number 23, H, carries 0.40; number 24, H, carries -0.16; number 25, H, carries 0.38; number 26, H, carries -0.20; number 27, C, carries 0.13; number 28, C, carries 2.14; number 29, C, carries 0.15; number 30, O, carries 0.02; number 31, C, carries -0.07; number 32, O, carries -0.48; number 33, O, carries 0.12; number 34, H, carries -0.07; number 35, H, carries -0.20; number 36, H, carries -0.57; number 37, H, carries -0.85; number 38, H, carries 0.11; number 39, H, carries -0.45; number 40, C, carries -0.53; number 41, C, carries 0.32; number 42, C, carries -0.41; number 43, O, carries -0.38; number 44, C, carries 0.67; number 45, O, carries -0.58; number 46, O, carries -0.35; number 47, H, carries -0.41; number 48, H, carries 0.47; number 49, H, carries 0.24; number 50, H, carries 0.43; number 51, H, carries 0.26; number 52, H, carries 0.30; number 53, C, carries -1.81; number 54, C, carries 0.97; number 55, C, carries -0.35; number 56, O, carries -0.19; number 57, C, carries 0.53; number 58, O, carries -0.38; number 59, O, carries -0.45; number 60, H, carries 0.40; number 61, H, carries 0.39; number 62, H, carries 0.47; number 63, H, carries 0.08; number 64, H, carries 0.38; number 65, H, carries -0.03; number 66, C, carries -0.87; number 67, C, carries 0.39; number 68, C, carries -0.50; number 69, O, carries -0.37; number 70, C, carries 0.61; number 71, O, carries -0.59; number 72, O, carries -0.25; number 73, H, carries -0.03; number 74, H, carries 0.37; number 75, H, carries 0.29; number 76, H, carries 0.32; number 77, H, carries 0.29; number 78, H, carries 0.29; number 79, C, carries -1.47; number 80, C, carries 0.75; number 81, C, carries 0.79; number 82, O, carries -0.28; number 83, C, carries 0.50; number 84, O, carries -0.63; number 85, O, carries -0.45; number 86, H, carries 0.34; number 87, H, carries 0.25; number 88, H, carries 0.43; number 89, H, carries 0.36; number 90, H, carries -0.10; number 91, H, carries -0.53; number 92, C, carries -0.96; number 93, C, carries 0.93; number 94, C, carries 0.94; number 95, O, carries -0.37; number 96, C, carries 0.48; number 97, O, carries -0.62; number 98, O, carries -0.46; number 99, H, carries 0.05